# 1
ORCA calculation (ωB97M-V/def2-TZVPD) on C12H16AuClLa as an isolated structure.

Positions of all 31 atoms, in Å:
La -3.578 -0.507 -0.317
Cl -4.104 0.960 -2.311
C -4.964 0.392 1.408
C -4.779 -2.516 -0.791
H -5.825 -0.233 1.697
H -4.330 0.548 2.301
H -5.339 1.373 1.063
H -5.598 -2.705 -0.080
H -4.138 -3.410 -0.844
H -5.218 -2.340 -1.790
Au -0.583 -1.053 0.841
C 0.905 -1.454 -1.649
C -1.915 -1.777 2.132
H 0.355 -2.358 -1.370
H 0.396 -0.989 -2.503
H 1.918 -1.730 -1.971
H -2.602 -2.596 1.823
H -1.751 -1.627 3.209
C 0.966 -0.520 -0.456
C 1.827 0.390 -0.228
C 2.972 1.169 -0.025
C 4.172 0.600 0.518
C 5.368 1.299 0.477
C 5.421 2.594 -0.065
C 4.243 3.198 -0.530
C 3.029 2.529 -0.470
H 4.129 -0.413 0.937
H 6.282 0.835 0.855
H 6.367 3.133 -0.113
H 4.274 4.205 -0.954
H 2.100 3.003 -0.793

Summary:
HOMO energy (alpha / beta), eV: -3.10 / -5.14
Relative energy (zero: lowest compared OMol25 entry of this formula, charge and spin), kJ/mol: 0.0
Max |F|, Eh/bohr: 0.0490
Spin multiplicity: 3
Electronic energy, hartree: -1094.21987
⟨S²⟩: 2.05
Gap between HOMO and LUMO (alpha / beta), eV: 5.91 / 7.49
Total charge: -1


# 2
ORCA calculation (ωB97M-V/def2-TZVPD) on C22H34B2Cl2F4N6O6RbS2 as an isolated structure.

Positions of all 79 atoms, in Å:
Rb 0.956 1.973 0.332
C 4.270 -1.748 2.387
C 3.125 -0.987 1.736
N 2.900 0.279 1.946
O 3.445 0.547 3.177
B 3.092 1.941 3.561
F 3.021 2.698 2.360
F 4.080 2.410 4.453
O 1.858 2.010 4.342
N 0.654 1.685 3.734
C 0.327 0.445 3.860
C 0.939 -0.445 4.897
C -0.753 -0.099 3.030
N -0.721 -1.330 2.691
O -1.534 -1.678 1.646
B -0.819 -2.616 0.730
F -1.795 -3.002 -0.164
F -0.314 -3.687 1.442
O 0.258 -1.930 -0.137
N 1.134 -1.123 0.425
C 2.250 -1.688 0.819
C 2.631 -3.089 0.487
C -1.875 0.864 2.567
H 4.806 -1.121 3.150
H 4.958 -2.310 1.690
H 3.738 -2.483 2.955
H 0.860 -1.446 4.536
H 0.401 -0.347 5.806
H 2.008 -0.212 5.060
H 2.952 -3.134 -0.568
H 1.767 -3.767 0.645
H 3.435 -3.423 1.115
H -1.741 1.858 3.080
H -2.780 0.345 2.930
H -1.988 1.002 1.494
C 2.273 5.187 4.011
S 1.286 5.684 2.617
C 0.082 6.538 3.613
O 0.673 4.502 1.957
H 2.450 6.203 4.558
H 3.197 4.626 3.812
H 1.671 4.551 4.700
H -0.881 6.033 3.357
H 0.045 7.582 3.318
H 0.216 6.353 4.717
C -4.224 -1.664 -3.467
C -3.522 -0.318 -3.204
C -2.622 -0.289 -1.995
N -1.374 -1.039 -2.244
C -0.256 -0.413 -2.700
S -0.011 1.244 -2.797
N 0.816 -1.258 -2.890
C 0.906 -2.615 -3.224
O 1.905 -3.331 -3.039
C -0.211 -3.183 -4.031
C -0.707 -4.480 -3.773
C -1.798 -5.013 -4.426
C -2.371 -4.359 -5.526
C -1.833 -3.122 -5.906
C -0.810 -2.522 -5.110
H -4.697 -1.692 -4.469
H -5.087 -1.954 -2.888
H -3.493 -2.504 -3.446
H -4.268 0.554 -3.137
H -3.000 0.042 -4.071
H -3.145 -0.717 -1.142
H -2.408 0.729 -1.779
H -1.336 -2.011 -1.929
H 1.726 -0.872 -2.779
H -0.258 -4.947 -2.912
H -2.126 -5.986 -4.125
H -3.178 -4.779 -6.151
H -2.090 -2.570 -6.845
H -0.456 -1.552 -5.448
Cl -0.354 5.484 -1.265
C -1.480 5.356 -2.665
Cl -0.604 5.787 -4.172
H -2.349 6.050 -2.526
H -1.841 4.291 -2.793

Summary:
HOMO energy (alpha / beta), eV: -10.80 / -10.80
Relative energy (zero: lowest compared OMol25 entry of this formula, charge and spin), kJ/mol: 99.5
Max |F|, Eh/bohr: 0.1131
Electronic energy, hartree: -3828.49319
Gap between HOMO and LUMO (alpha / beta), eV: 2.71 / 4.69
Total charge: +1


# 3
ORCA calculation (ωB97M-V/def2-TZVPD) on an isolated ion of composition C9H11O5S and charge -1.

Positions of all 26 atoms, in Å:
C 0.741 -0.225 -1.911
C 0.676 -0.403 -0.405
O 1.857 -0.880 0.079
C 0.291 0.957 0.329
C -0.696 1.730 -0.342
C -1.302 2.794 0.308
C -0.845 3.196 1.557
C 0.240 2.553 2.128
C 0.775 1.370 1.583
C -0.644 -1.562 -0.012
O -0.430 -1.951 1.366
S -0.240 -3.042 -0.993
O 1.202 -3.172 -0.886
O -0.956 -4.149 -0.380
O -0.799 -2.697 -2.290
H 0.207 -1.065 -2.378
H 1.857 -0.490 -2.065
H 0.504 0.817 -2.336
H 1.734 -1.864 -0.231
H -1.016 1.452 -1.379
H -2.338 3.018 -0.028
H -1.389 4.062 1.963
H 0.633 2.728 3.128
H 1.504 0.806 2.054
H -1.618 -1.145 -0.185
H 0.054 -2.838 1.325

Summary:
SMILES: C[C@@](O)(c1ccccc1)[C@H](O)S(=O)(=O)[O-]
HOMO energy, eV: -5.47
Relative energy (zero: lowest compared OMol25 entry of this formula, charge and spin), kJ/mol: 0.0
Max |F|, Eh/bohr: 0.0866
Electronic energy, hartree: -1123.96266
Gap between HOMO and LUMO, eV: 8.74
Total charge: -1


# 4
ORCA calculation (ωB97M-V/def2-TZVPD) on an isolated ion of composition CH2NO4P and charge -2.

Positions of all 9 atoms, in Å:
N -0.587 -0.718 0.700
P -0.679 -1.247 -0.774
O 0.378 -2.310 -0.994
O -1.915 -1.414 -1.621
O 0.190 0.405 -1.801
C 1.300 0.734 -1.351
O 1.959 1.727 -1.668
H -1.309 0.002 0.737
H 1.719 0.188 -0.426

Summary:
SMILES: N=P([O-])([O-])OC=O
HOMO energy, eV: -0.02
Relative energy (zero: lowest compared OMol25 entry of this formula, charge and spin), kJ/mol: 127.4
Max |F|, Eh/bohr: 0.0612
Electronic energy, hartree: -736.44532
Gap between HOMO and LUMO, eV: 7.04
Total charge: -2